[1]
# C18H44BNO12P2

3 unconnected molecules or ions with the total composition C18H44BNO12P2 (wB97M-V/def2-TZVPD, the OMol25 dataset).

```
78
Properties=species:S:1:pos:R:3
C -0.736 1.934 3.242
O -0.247 2.846 2.252
B -1.107 3.550 1.468
O -2.186 4.252 1.989
C -0.802 3.567 -0.087
C 0.483 4.426 -0.339
N 0.578 4.903 -1.715
O -1.851 4.230 -0.849
C -3.125 3.835 -0.669
O -3.437 2.709 -0.360
P -4.293 5.166 -1.177
C -5.819 4.555 -0.368
C -3.729 6.563 -0.126
P -0.341 1.847 -0.656
O -0.686 1.986 -2.242
O -1.490 0.876 -0.032
H -1.815 1.800 3.160
H -0.250 0.974 3.079
H -0.492 2.308 4.236
H -2.016 5.175 2.191
H 0.479 5.286 0.337
H 1.336 3.797 -0.066
H 1.236 4.355 -2.254
H 0.887 5.864 -1.748
H -5.712 3.485 -0.189
H -6.020 5.060 0.577
H -6.663 4.712 -1.037
H -4.163 6.546 0.875
H -3.993 7.499 -0.616
H -2.642 6.520 -0.057
H -1.277 2.710 -2.497
H -2.333 0.879 -0.507
C 5.024 -2.602 -6.445
O 4.496 -2.344 -5.167
C 5.276 -1.419 -4.435
C 4.478 -0.813 -3.301
O 3.562 0.188 -3.710
C 2.339 -0.258 -4.278
C 1.334 -0.750 -3.264
O 1.636 -2.062 -2.809
C 1.024 -2.288 -1.559
H 6.025 -3.046 -6.388
H 4.356 -3.306 -6.938
H 5.084 -1.686 -7.044
H 5.630 -0.616 -5.094
H 6.154 -1.928 -4.012
H 5.186 -0.301 -2.646
H 3.982 -1.599 -2.726
H 2.508 -1.018 -5.045
H 1.910 0.626 -4.755
H 0.334 -0.750 -3.719
H 1.316 -0.078 -2.399
H 1.374 -1.553 -0.823
H 1.283 -3.289 -1.218
H -0.068 -2.203 -1.628
C -3.293 -2.513 2.520
O -2.051 -3.169 2.609
C -0.961 -2.286 2.418
C 0.316 -2.869 2.979
O 0.415 -2.789 4.392
C -0.309 -3.752 5.140
C 0.351 -5.113 5.192
O 0.135 -5.824 3.989
C 1.062 -6.867 3.803
H -3.443 -2.064 1.531
H -4.069 -3.256 2.692
H -3.380 -1.722 3.275
H -1.166 -1.324 2.906
H -0.823 -2.103 1.343
H 1.141 -2.260 2.601
H 0.451 -3.893 2.624
H -1.337 -3.846 4.784
H -0.329 -3.362 6.160
H -0.071 -5.676 6.037
H 1.427 -4.985 5.370
H 2.090 -6.485 3.771
H 0.830 -7.344 2.853
H 0.995 -7.616 4.601
```

As for the gap between HOMO and LUMO: 0.3264 Eh. Its electronic energy is -64693.3075 eV. The LUMO energy comes out at 0.26 eV. The total charge is 0.

Löwdin atomic charge list, values in e, 5 entries:
1. C -0.033
2. O 0.033
3. B -0.669
4. O 0.172
5. C -0.394

=====

[2]
# C4H12N3

A gas-phase ion, C4H12N3 (charge +1) (wB97M-V/def2-TZVPD, the OMol25 dataset).

```
19
Properties=species:S:1:pos:R:3
N -1.250 2.316 0.662
C -0.158 1.698 -0.279
C 0.703 0.730 0.165
N 0.219 0.115 1.413
C 1.278 -0.288 -0.758
C 0.131 -1.268 -1.156
N -0.486 -1.884 0.095
H -2.165 2.268 0.266
H -0.847 3.234 0.737
H -0.311 1.916 -1.370
H -0.608 0.723 1.717
H -0.319 -0.808 1.252
H 0.826 -0.084 2.113
H 2.019 -0.861 -0.046
H 2.010 0.122 -1.506
H -0.564 -0.650 -1.699
H 0.564 -2.060 -1.906
H 0.200 -2.598 0.364
H -1.243 -2.621 -0.063
```

As for the gap between HOMO and LUMO: 0.3866 Eh. Its electronic energy is -8804.4286 eV. The LUMO energy comes out at -3.22 eV. The total charge is +1.

natural (NBO) atomic charge list, values in e, 5 entries:
1. N -0.881
2. C 0.011
3. C 0.096
4. N -0.758
5. C -0.467

=====

[3]
# C36H32N4O5RuS2

A molecular structure, C36H32N4O5RuS2 (wB97M-V/def2-TZVPD, the OMol25 dataset).

```
80
Properties=species:S:1:pos:R:3
Ru 0.526 -0.236 0.173
N -1.043 -1.157 3.944
C -2.407 -1.513 3.913
C -3.004 -2.017 5.057
C -4.341 -2.387 5.038
C -5.075 -2.267 3.868
C -4.470 -1.774 2.721
C -3.141 -1.383 2.741
S -2.443 -0.701 1.269
N -0.782 -0.706 1.640
C -0.311 -0.890 2.838
C 1.160 -0.881 2.920
C 1.919 -1.126 4.052
C 3.298 -1.206 3.920
C 3.862 -1.053 2.662
C 3.049 -0.795 1.573
N 1.725 -0.699 1.709
H -0.568 -1.279 4.821
H -2.426 -2.121 5.967
H -4.800 -2.770 5.938
H -6.115 -2.557 3.841
H -5.043 -1.687 1.806
H 1.459 -1.273 5.020
H 3.917 -1.400 4.784
H 4.929 -1.125 2.510
H 3.432 -0.644 0.570
C 2.547 -3.078 -4.044
C 3.017 -3.458 -2.794
C 2.313 -3.109 -1.654
C 1.137 -2.370 -1.758
C 0.656 -2.004 -3.010
C 1.366 -2.360 -4.147
N 0.455 -2.010 -0.554
C -0.240 -3.099 0.042
C 0.165 -3.631 1.264
C -0.560 -4.656 1.855
C -1.685 -5.167 1.224
C -2.068 -4.661 -0.011
C -1.350 -3.637 -0.605
H 3.098 -3.348 -4.935
H 3.931 -4.031 -2.709
H 2.666 -3.415 -0.676
H -0.259 -1.436 -3.086
H 0.993 -2.072 -5.121
H 1.067 -3.262 1.736
H -0.234 -5.066 2.802
H -2.251 -5.966 1.682
H -2.934 -5.068 -0.516
H -1.650 -3.239 -1.566
O 2.308 0.565 -1.103
C 1.503 0.828 -2.053
O 0.267 0.613 -1.898
C 1.999 1.396 -3.326
C 1.112 1.642 -4.364
C 1.547 2.166 -5.582
C 2.892 2.422 -5.695
O 3.558 2.938 -6.761
C 4.944 2.936 -6.408
O 5.044 2.537 -5.041
C 3.783 2.177 -4.657
C 3.373 1.662 -3.458
H 0.066 1.414 -4.217
H 0.866 2.361 -6.397
H 5.341 3.944 -6.519
H 5.472 2.215 -7.037
H 4.057 1.461 -2.647
O 0.366 1.737 0.943
S 1.191 2.944 0.478
C 0.611 4.267 1.576
C 0.288 5.450 0.673
C -0.465 4.854 -0.514
C 0.343 3.644 -0.976
H 1.363 4.457 2.337
H -0.288 3.854 2.037
H 1.208 5.932 0.334
H -0.292 6.197 1.213
H -0.585 5.569 -1.327
H -1.462 4.537 -0.202
H 1.128 3.903 -1.688
H -0.235 2.820 -1.394
```

As for the gap between HOMO and LUMO (spin up / spin down): 0.2488 / 0.2420 Eh. Its electronic energy is -78297.2321 eV. The LUMO energy (spin up / spin down) comes out at -3.30 / -3.47 eV. Its expectation value of S² is 0.760. The total charge is +1. The spin multiplicity is 2.

Löwdin atomic charge list, values in e, 5 entries:
1. Ru 1.314
2. N 0.148
3. C -0.232
4. C -0.015
5. C -0.067

=====

[4]
# C4H13N2

A molecular structure, C4H13N2 (wB97M-V/def2-TZVPD, the OMol25 dataset).

```
19
Properties=species:S:1:pos:R:3
C -1.058 -0.855 1.072
N -2.091 -1.249 0.066
H -1.278 -0.163 1.886
H -0.404 -1.645 1.399
H -1.714 -1.061 -0.873
H -2.876 -0.616 0.141
C -0.316 1.205 -0.780
N 0.223 0.121 0.062
C 0.938 -0.781 -0.847
C 1.300 0.736 0.865
H -0.826 0.849 -1.671
H 0.595 1.775 -1.133
H -1.018 1.933 -0.273
H 1.721 -1.272 -0.264
H 0.451 -1.586 -1.368
H 1.490 -0.146 -1.588
H 1.724 0.081 1.605
H 0.978 1.627 1.465
H 2.160 1.048 0.236
```

As for the gap between HOMO and LUMO: 0.4233 Eh. Its electronic energy is -7330.7244 eV. The LUMO energy comes out at -3.44 eV. The total charge is +1.

natural (NBO) atomic charge list, values in e, 5 entries:
1. C 0.094
2. N -0.785
3. H 0.223
4. H 0.206
5. H 0.379

=====

[5]
# C5H13B3F2O4

2 unconnected molecules or ions with the total composition C5H13B3F2O4 (wB97M-V/def2-TZVPD, the OMol25 dataset).

```
27
Properties=species:S:1:pos:R:3
F 2.114 -3.610 0.750
C 3.234 -2.661 0.995
C 3.019 -1.168 0.344
C 2.033 -1.174 -0.976
B 0.429 -1.014 -0.630
O -0.154 -0.212 0.468
B -1.498 -0.809 0.788
O -1.778 -2.279 0.675
B -1.185 -2.780 -0.586
F -1.327 -4.234 -0.898
O -0.507 -1.806 -1.505
H 3.402 -2.645 2.165
H 4.189 -3.139 0.473
H 4.083 -0.799 -0.053
H 2.677 -0.359 1.123
H 2.248 -2.207 -1.533
H 2.341 -0.252 -1.657
H -2.422 -0.150 1.157
C -2.613 3.828 0.659
C -2.449 3.469 -0.804
O -1.132 2.997 -1.042
H -1.889 4.597 0.950
H -3.622 4.199 0.859
H -2.424 2.957 1.295
H -2.616 4.348 -1.434
H -3.160 2.692 -1.099
H -0.996 2.212 -0.484
```

As for the gap between HOMO and LUMO: 0.3897 Eh. Its electronic energy is -21055.0525 eV. The LUMO energy comes out at 0.25 eV. The total charge is 0.

natural (NBO) atomic charge list, values in e, 5 entries:
1. F -0.401
2. C 0.027
3. C -0.439
4. C -0.809
5. B 1.214

=====

[6]
# CH2NO3S

2 unconnected molecules or ions with the total composition CH2NO3S (wB97M-V/def2-TZVPD, the OMol25 dataset).

```
8
Properties=species:S:1:pos:R:3
C -2.450 1.956 0.245
N 0.546 0.163 -0.407
O -2.928 3.015 0.109
O -2.232 0.944 0.793
O -1.260 1.757 -1.526
S -0.811 0.285 -1.582
H 0.842 -0.806 -0.481
H 0.107 0.272 0.508
```

As for the gap between HOMO and LUMO: 0.2199 Eh. Its electronic energy is -19538.1270 eV. The LUMO energy comes out at 3.96 eV. The total charge is -1.

natural (NBO) atomic charge list, values in e, 5 entries:
1. C 1.046
2. N -1.033
3. O -0.608
4. O -0.618
5. O -1.021

=====

[7]
# C14H7ClF3N2O2PtSSe

A molecular structure, C14H7ClF3N2O2PtSSe (wB97M-V/def2-TZVPD, the OMol25 dataset).

```
32
Properties=species:S:1:pos:R:3
Pt -0.003 -0.006 -0.013
F -0.716 -3.651 3.622
C -0.491 -4.374 2.511
F -1.033 -5.579 2.668
F 0.838 -4.514 2.386
C -1.059 -3.664 1.307
C -1.976 -4.249 0.453
C -2.441 -3.550 -0.664
C -1.975 -2.279 -0.903
N -1.101 -1.718 -0.052
C -0.645 -2.377 1.007
S 0.514 -1.318 1.784
H -2.321 -5.255 0.650
H -3.154 -3.996 -1.340
H -2.291 -1.687 -1.751
Cl -4.671 4.323 2.537
C -3.096 3.860 2.010
C -2.043 4.762 2.100
C -0.780 4.394 1.671
C -0.560 3.126 1.143
C -1.631 2.255 1.072
C -2.902 2.584 1.500
C 0.809 2.779 0.660
O 1.743 3.509 0.798
O 0.987 1.612 -0.028
H -2.220 5.748 2.506
H 0.050 5.084 1.739
H -1.469 1.248 0.660
H -3.724 1.886 1.444
Se 3.966 0.484 -1.469
C 2.395 -0.121 -1.375
N 1.285 -0.633 -1.338
```

As for the gap between HOMO and LUMO (spin up / spin down): 0.1958 / 0.2025 Eh. Its electronic energy is -121800.8649 eV. The LUMO energy (spin up / spin down) comes out at -7.00 / -6.82 eV. The total charge is +1.

natural (NBO) atomic charge list, values in e, 5 entries:
1. Pt 1.218
2. F -0.307
3. C 0.980
4. F -0.295
5. F -0.304

=====

[8]
# C3H7BCl2O2

C3H7BCl2O2 in the gas phase (wB97M-V/def2-TZVPD, the OMol25 dataset).

```
15
Properties=species:S:1:pos:R:3
O -2.779 0.522 0.426
B -1.635 -0.196 0.686
O -1.688 -1.517 1.053
C -0.302 0.483 0.380
Cl -0.518 2.165 -0.198
C 0.820 -0.263 -0.876
C 2.235 0.281 -0.700
Cl 2.911 0.076 0.954
H -3.624 0.159 0.676
H -2.471 -1.918 1.388
H 0.444 0.420 1.116
H 0.421 -0.089 -1.960
H 0.875 -1.255 -0.693
H 2.966 -0.237 -1.345
H 2.345 1.369 -0.908
```

As for the gap between HOMO and LUMO: 0.3729 Eh. Its electronic energy is -33042.6718 eV. The LUMO energy comes out at 0.22 eV. The total charge is 0.

natural (NBO) atomic charge list, values in e, 5 entries:
1. O -0.878
2. B 1.086
3. O -0.891
4. C -0.538
5. Cl -0.056

=====

[9]
# C7H9NO3

C7H9NO3 in the gas phase (wB97M-V/def2-TZVPD, the OMol25 dataset).

```
20
Properties=species:S:1:pos:R:3
C -1.254 1.577 1.044
C -0.935 0.305 0.427
C -1.916 -0.432 -0.098
C 0.574 -0.125 0.268
C -1.841 -1.810 -0.600
C 2.745 0.991 0.615
C 1.638 0.698 -0.380
N -1.520 2.565 1.562
O 0.864 -1.257 0.704
O -3.130 0.083 -0.033
O 2.165 -0.103 -1.479
H -2.256 -1.693 -1.670
H -0.725 -2.008 -0.526
H -2.435 -2.443 0.076
H 3.289 0.092 0.839
H 3.376 1.810 0.279
H 2.410 1.520 1.488
H 1.232 1.633 -0.839
H -3.830 -0.570 -0.098
H 1.549 -0.833 -1.579
```

As for the gap between HOMO and LUMO (spin up / spin down): 0.2109 / 0.2195 Eh. Its electronic energy is -15031.5197 eV. The LUMO energy (spin up / spin down) comes out at -0.10 / -3.65 eV. Its expectation value of S² is 2.016. The total charge is 0. The spin multiplicity is 3.

natural (NBO) atomic charge list, values in e, 5 entries:
1. C 0.226
2. C -0.048
3. C 0.340
4. C 0.325
5. C -0.704

=====

[10]
# C31H25F5N5O2Pd

A molecular structure, C31H25F5N5O2Pd (wB97M-V/def2-TZVPD, the OMol25 dataset).

```
69
Properties=species:S:1:pos:R:3
Pd 0.196 0.595 -0.070
C -4.123 -1.565 0.977
C -3.800 -0.936 -0.349
C -4.628 -1.229 -1.433
C -4.321 -0.837 -2.723
C -3.130 -0.164 -2.950
C -2.287 0.166 -1.901
C -0.977 0.850 -2.206
C -2.646 -0.158 -0.575
N -1.715 0.166 0.422
C -2.008 0.464 1.718
O -3.097 0.647 2.236
C -0.741 0.585 2.543
C -0.683 0.809 3.904
C 0.567 0.963 4.491
C 1.726 0.918 3.723
C 1.600 0.707 2.364
N 0.392 0.519 1.849
C 2.724 0.694 1.353
O 3.890 0.694 1.743
N 2.264 0.646 0.091
C 3.197 0.514 -0.970
C 3.255 -0.705 -1.657
C 2.406 -1.865 -1.219
C 4.128 -0.833 -2.732
C 4.936 0.223 -3.119
C 4.877 1.421 -2.425
C 4.014 1.587 -1.348
C 3.941 2.886 -0.609
H -4.774 -2.428 0.823
H -4.601 -0.862 1.656
H -3.216 -1.907 1.480
H -5.522 -1.816 -1.248
H -4.981 -1.083 -3.545
H -2.842 0.110 -3.958
H -0.832 0.950 -3.282
H -0.096 0.188 -1.939
H -0.902 1.849 -1.773
H -1.606 0.881 4.462
H 0.638 1.145 5.556
H 2.714 1.059 4.137
H 2.523 -2.066 -0.153
H 2.667 -2.765 -1.778
H 1.340 -1.670 -1.366
H 4.177 -1.778 -3.261
H 5.612 0.111 -3.958
H 5.508 2.252 -2.722
H 4.515 3.656 -1.125
H 4.336 2.768 0.402
H 2.909 3.220 -0.524
F -1.289 3.707 -0.759
C -0.414 3.207 0.235
F -1.271 3.050 1.352
C 0.398 4.425 0.638
F 1.099 4.916 -0.405
F 1.290 4.091 1.599
F -0.305 5.474 1.134
N -0.888 -8.444 0.212
C -0.932 -7.298 0.127
C -0.992 -5.868 0.020
C -2.000 -5.244 -0.716
C -2.000 -3.864 -0.774
C -1.001 -3.167 -0.100
N -0.033 -3.755 0.597
C -0.035 -5.080 0.655
H -2.751 -5.835 -1.223
H -2.754 -3.312 -1.322
H -1.008 -2.081 -0.136
H 0.755 -5.549 1.232
```

As for the gap between HOMO and LUMO: 0.2348 Eh. Its electronic energy is -61167.9063 eV. The LUMO energy comes out at 2.03 eV. The total charge is -1.

natural (NBO) atomic charge list, values in e, 5 entries:
1. Pd 0.885
2. C -0.635
3. C -0.060
4. C -0.211
5. C -0.245

=====

[11]
# H18O9

A molecular structure, H18O9 (wB97M-V/def2-TZVPD, the OMol25 dataset).

```
27
Properties=species:S:1:pos:R:3
H 1.511 0.947 -0.595
H 0.160 0.311 -0.310
H -3.482 0.525 0.359
H -2.396 0.818 1.380
H 5.768 1.703 0.478
H 6.819 2.320 -0.430
H -1.774 -3.611 -0.310
H -2.179 -4.696 0.674
H -3.263 2.208 -2.170
H -2.715 1.636 -0.873
H -0.126 2.629 3.455
H 0.277 1.386 4.231
H -0.606 -3.032 1.110
H 0.582 -2.189 0.674
H -1.768 3.778 -2.459
H -1.192 2.677 -3.335
H 1.173 -3.874 -1.424
H 2.610 -3.664 -1.872
O 1.025 0.466 0.085
O -3.196 0.296 1.250
O 6.434 2.399 0.450
O -1.409 -4.224 0.339
O -2.544 2.313 -1.537
O -0.451 1.762 3.724
O 0.203 -2.628 1.444
O -1.197 3.002 -2.428
O 1.736 -3.259 -1.909
```

As for the gap between HOMO and LUMO: 0.3155 Eh. Its electronic energy is -18715.5532 eV. The LUMO energy comes out at 0.10 eV. The total charge is 0.

natural (NBO) atomic charge list, values in e, 5 entries:
1. H 0.470
2. H 0.466
3. H 0.444
4. H 0.480
5. H 0.469

=====

[12]
# C3H5N3OS

C3H5N3OS in the gas phase (wB97M-V/def2-TZVPD, the OMol25 dataset).

```
13
Properties=species:S:1:pos:R:3
C 0.445 -0.674 -0.169
C 1.733 0.216 1.586
C -0.699 0.322 -0.403
H 0.929 -2.534 -0.715
H -0.520 -1.867 -1.510
H 2.799 0.230 1.927
H 1.327 1.489 3.060
H 0.033 1.201 1.848
N 0.205 -1.839 -0.755
N 1.557 -0.576 0.596
N 0.956 0.951 2.328
O -0.958 1.145 0.507
S -1.550 0.212 -1.871
```

As for the gap between HOMO and LUMO: 0.2730 Eh. Its electronic energy is -20544.6580 eV. The LUMO energy comes out at -0.67 eV. The total charge is 0.

natural (NBO) atomic charge list, values in e, 5 entries:
1. C 0.477
2. C 0.392
3. C 0.221
4. H 0.406
5. H 0.448